Entry 1:
19
Properties=species:S:1:pos:R:3:forces:R:3 method="wB97M-V/def2-TZVPD" charge=-1 homo_lumo_gap_ev=5.731 de_lowest_ev=5.587 homo_ha=-0.081 lumo_ha=0.1299 smiles=NC[C@H](CO)NC[O-]
O -1.644 2.064 0.326 -1.56 1.61 -0.88
O 2.245 -0.940 -0.956 0.84 -0.54 0.15
N 0.885 0.873 -0.449 -1.73 0.62 0.60
N -0.527 -1.751 1.784 0.05 0.44 2.19
C 1.511 0.060 -1.498 4.26 0.03 2.28
C -0.198 0.228 0.354 -1.20 -0.07 -0.01
C -1.601 0.718 -0.149 -1.01 0.76 1.85
C -0.280 -1.344 0.421 5.00 -0.18 0.70
H -1.690 0.858 -1.277 -0.08 -1.39 1.25
H 0.869 -1.775 0.175 -2.99 1.48 -0.12
H 0.841 -0.398 -2.114 -2.89 -0.49 -2.25
H -2.589 0.258 0.544 2.72 0.10 -2.60
H -2.396 2.455 -0.188 1.09 -0.08 0.94
H 1.633 1.186 0.163 -0.16 -0.32 -0.05
H 2.257 0.721 -2.087 -1.40 0.02 0.28
H -0.232 0.644 1.489 0.54 -0.87 -2.58
H -1.519 -1.893 1.987 0.38 0.51 0.18
H -0.094 -1.019 2.437 -1.22 -1.71 -1.11
H -0.979 -1.853 -0.202 -0.64 0.07 -0.84

Entry 2:
35
Properties=species:S:1:pos:R:3:forces:R:3 method="wB97M-V/def2-TZVPD" charge=+1 homo_lumo_gap_ev=7.532 homo_ha=-0.446 lumo_ha=-0.1696
Cl -0.222 0.663 -4.693 0.06 -0.02 0.09
Cl 1.611 3.539 -4.410 -0.19 -0.01 -0.73
Cl 1.464 2.803 -0.205 -0.07 -0.10 0.17
Cl 3.949 0.579 -0.966 -0.02 -0.17 0.22
S 0.097 -1.295 -1.124 0.30 -0.15 1.15
P 1.018 -1.404 0.593 0.02 1.22 -2.74
F -4.698 -0.694 5.181 3.54 -0.76 -0.77
N -1.776 -2.422 3.473 3.53 -1.12 -1.98
N -0.030 -2.043 1.891 -2.05 -1.56 3.38
C -0.739 -3.480 3.783 2.78 2.88 -4.70
C -0.572 2.238 -5.446 -0.07 0.31 -0.14
C 0.695 2.984 -5.834 -0.28 -0.07 -0.45
C 2.944 1.499 -2.112 -0.32 0.33 -0.36
C -1.409 -1.533 2.305 2.71 -4.52 2.89
C -2.976 -2.467 4.392 -0.79 0.74 1.60
C 2.590 2.880 -1.584 0.42 0.06 -0.19
C -3.239 -0.938 4.942 -0.57 0.43 0.93
C 0.465 -3.224 2.697 -5.82 1.28 2.84
H -3.919 -2.999 3.949 1.87 1.36 0.46
H 2.049 0.909 -2.330 0.15 0.13 0.12
H 1.359 2.362 -6.443 -0.13 0.08 0.24
H -2.646 -3.103 5.345 -0.67 1.34 -2.32
H -0.785 -4.306 4.636 -0.19 2.25 -2.12
H -1.185 2.820 -4.750 0.22 -0.13 -0.09
H -1.172 2.036 -6.339 0.19 0.04 0.10
H 0.440 3.876 -6.413 -0.03 -0.15 0.15
H 1.464 -3.829 2.574 -2.24 1.68 0.00
H -2.808 -0.091 4.244 -1.23 -1.83 1.16
H -2.069 -0.671 1.870 1.69 -1.94 0.79
H -2.692 -0.813 5.984 -1.36 -0.28 -2.14
H 1.519 -0.068 0.939 -0.36 -1.34 0.52
H 2.092 3.461 -2.366 0.19 -0.36 0.75
H 3.480 3.431 -1.265 -0.17 -0.22 0.07
H 3.523 1.592 -3.036 -0.07 0.06 0.21
H 2.177 -2.292 0.521 -1.03 0.54 0.92

Entry 3:
16
Properties=species:S:1:pos:R:3:forces:R:3 method="wB97M-V/def2-TZVPD" charge=+1 homo_lumo_gap_ev="8.563 / 8.564" de_lowest_ev=4.333 homo_ha="-0.517 / -0.517" lumo_ha="-0.2023 / -0.2023"
N -0.214 1.039 -0.018 -2.31 -0.09 1.62
N -1.634 -0.763 -0.628 -1.33 -0.31 0.15
N -1.652 0.714 1.079 2.39 3.22 -3.47
C -0.445 -0.048 -1.041 -0.81 -0.91 0.13
C 0.964 0.750 0.645 2.22 -1.03 2.03
C -2.195 -0.297 0.421 2.04 -1.61 0.11
C 1.614 -0.352 0.204 -1.18 1.10 -1.22
C 0.802 -0.951 -0.950 0.27 -2.18 1.38
H 0.458 -2.013 -0.508 0.69 2.15 -1.47
H 1.067 1.451 1.487 0.97 -0.67 -0.33
H 2.590 -0.776 0.437 -0.37 0.40 0.46
H -0.168 2.063 -0.131 -1.30 -0.46 -0.82
H -1.510 0.891 2.037 0.45 -0.06 1.35
H -0.650 0.285 -2.042 0.20 0.85 -0.30
H 1.403 -1.105 -1.901 -0.89 0.29 1.15
H -2.870 -0.769 1.121 -1.06 -0.68 -0.77

Entry 4:
18
Properties=species:S:1:pos:R:3:forces:R:3 method="wB97M-V/def2-TZVPD" homo_lumo_gap_ev=9.259 de_lowest_ev=0.766 homo_ha=-0.301 lumo_ha=0.0397 smiles=CC(C)NCN
N 0.993 -2.308 -0.737 -1.07 -0.17 -0.43
N -0.092 -0.189 -0.572 -0.36 -0.83 -0.66
C -0.501 0.828 0.378 0.95 -0.21 -0.45
C -0.144 -1.579 -0.167 0.42 0.89 1.12
C 0.710 1.261 1.223 -0.55 0.00 -0.46
C -1.208 1.993 -0.280 -0.12 0.51 -0.22
H -0.604 2.443 -1.068 0.28 0.06 0.11
H -0.039 -1.659 0.930 -0.33 0.32 0.14
H -1.195 0.307 1.014 -0.48 -0.05 0.46
H 0.953 -3.225 -0.307 0.45 -0.14 -0.24
H -1.437 2.766 0.458 0.08 0.03 -0.02
H 0.453 2.091 1.881 0.18 -0.13 0.22
H 1.039 0.378 1.769 0.21 0.19 0.27
H -2.144 1.744 -0.775 -0.07 -0.42 0.13
H 0.662 -0.065 -1.230 0.01 0.70 0.20
H 1.846 -1.842 -0.449 -0.02 -0.14 0.19
H -1.145 -1.961 -0.387 0.35 -0.72 -0.47
H 1.503 1.570 0.539 0.05 0.10 0.13

no.,total energy (eV)
1,-11398.4610
2,-85508.3294
3,-9774.2090
4,-7322.2625